Entry 1:
C3H5NO2 | wB97M-V/def2-TZVPD

The geometry in XYZ format:
```
11
Properties=species:S:1:pos:R:3:forces:R:3:nbo_charge:R:1
H -0.56216 -2.18562 0.80496 0.052 0.046 0.028 0.347
N 0.17596 -1.51150 1.00253 -0.187 0.347 -0.182 -0.610
C -0.11385 -0.39542 0.50702 -0.098 -0.380 0.054 0.564
C -1.31374 0.04676 -0.27595 -0.036 -0.036 -0.011 -0.709
O 0.79334 0.64887 0.75071 0.096 0.007 -0.007 -0.521
C 1.70300 0.88873 -0.21187 0.087 -0.111 -0.404 0.653
O 1.75488 0.33764 -1.27654 -0.056 0.233 0.492 -0.568
H -1.01704 0.23938 -1.31226 -0.012 -0.003 0.148 0.252
H -1.71518 0.97453 0.14251 0.075 -0.124 -0.044 0.237
H -2.09213 -0.71996 -0.26338 0.149 0.099 -0.008 0.226
H 2.38693 1.67659 0.13226 -0.069 -0.077 -0.065 0.129
```
Forces are in eV/Å.

E_tot = -322.54273 Eh
energy above the lowest of the compared OMol25 structures with the same formula, charge and spin = 82.96 kJ/mol
highest occupied orbital energy = -0.3975 hartree
Kohn-Sham gap = 11.69 eV
largest force on an atom = 0.5 eV/Å

---

Entry 2:
C22H17MnN6O2S | wB97M-V/def2-TZVPD

The geometry in XYZ format:
```
49
Properties=species:S:1:pos:R:3:forces:R:3:mulliken_spin:R:1
Mn 0.18208 1.30660 -1.37645 -1.216 0.608 0.133 4.725
C -1.89041 -2.20498 -2.94162 -0.966 0.067 0.209 -0.001
C -1.72906 -0.92548 -2.37427 0.662 0.194 0.493 0.029
N -0.51110 -0.46481 -2.10481 0.544 -1.850 -1.031 0.032
C 0.60571 -1.24977 -2.41620 -1.923 -0.881 -0.519 -0.146
C 0.50300 -2.56042 -3.00133 -0.370 1.929 0.656 -0.002
C -0.80962 -2.99343 -3.27598 -0.357 0.501 -0.362 0.016
C 1.70425 -3.22708 -3.34032 2.376 0.866 -0.453 -0.002
C 2.94277 -2.61149 -3.18607 -0.483 -0.843 0.493 0.001
C 3.06641 -1.30634 -2.60352 -1.580 -0.583 -0.168 0.002
C 4.21906 -0.55483 -2.49887 2.269 1.090 -0.998 0.034
C 4.22372 0.71972 -1.92258 1.674 -0.692 -0.311 -0.009
C 3.04762 1.24918 -1.44416 -0.432 -0.786 -0.417 0.062
N 1.90840 0.63204 -1.77413 2.007 -0.930 0.375 0.057
C 1.87780 -0.66342 -2.24030 1.061 1.823 0.313 0.078
H -2.92481 -2.55026 -3.08686 0.670 0.101 -0.233 0.000
H -2.55925 -0.22224 -2.11627 0.635 -0.978 -0.330 0.000
H -0.98923 -3.85407 -3.90669 0.117 -0.380 0.411 0.000
H 1.72957 -4.15852 -3.87281 -0.435 -0.460 0.121 0.000
H 3.88711 -3.13782 -3.40045 -0.717 0.175 -0.208 0.000
H 5.13707 -0.91581 -3.04785 -0.940 0.294 1.065 0.001
H 5.14430 1.33869 -1.85970 -0.674 -0.794 0.015 0.000
H 3.07196 2.13750 -0.80501 -0.551 -0.091 -0.560 -0.007
N -2.99489 -2.25655 4.35216 -1.234 -0.500 -0.121 0.001
C -1.97828 -1.40495 4.06806 1.300 0.235 0.799 0.001
C -2.17810 0.01569 4.09357 -0.751 -2.379 -0.492 -0.001
C -1.18358 0.81100 3.67767 1.143 2.044 -1.052 -0.001
C 0.03596 0.26289 3.20600 -0.388 0.764 0.030 0.008
C 0.35900 -1.03225 3.49445 -0.663 -1.961 0.158 0.001
C -0.66873 -1.91311 3.95712 0.797 2.098 -0.507 0.000
S 1.06392 1.13995 2.08523 -1.045 0.418 -0.732 -0.002
O 1.40871 2.40277 2.66134 0.371 0.008 -0.222 0.009
O 2.01115 0.21885 1.53306 0.996 -0.198 0.463 0.001
N 0.18893 1.42317 0.64930 -1.232 0.611 1.165 0.108
C -0.77232 2.37185 0.53793 -0.085 1.994 1.158 -0.053
N -1.11108 2.66477 -0.76469 0.188 -0.821 -0.603 0.025
C -1.95344 3.61252 -1.13553 -0.917 1.207 3.712 0.017
C -2.46746 4.43786 -0.10688 -0.266 -0.510 -1.077 0.005
C -2.10225 4.09059 1.18922 0.337 0.382 0.916 0.013
N -1.28722 3.11531 1.54600 0.277 -0.979 -0.670 -0.001
H -3.94638 -1.97354 4.08717 0.843 -0.470 0.406 0.000
H -2.77955 -3.25400 4.38475 -0.398 0.693 -0.176 0.000
H -3.19202 0.34141 4.24813 -0.048 0.450 0.427 0.000
H -1.31733 1.91174 3.63566 0.068 -0.940 -0.146 -0.001
H 1.38518 -1.39263 3.31450 -0.758 0.063 -0.075 0.000
H -0.41892 -2.92725 4.18657 -0.094 -0.489 0.007 0.000
H -2.30526 3.66293 -2.12348 0.051 0.155 -1.308 0.000
H -3.20006 5.23728 -0.25056 0.437 -0.363 -0.216 0.001
H -2.43332 4.65077 2.06947 -0.300 0.108 -0.539 0.000
```
Forces are in eV/Å.

net charge = +1
E_tot = -2876.57350 Eh
energy above the lowest of the compared OMol25 structures with the same formula, charge and spin = 14.78 kJ/mol
highest occupied orbital energy (spin up / spin down) = -0.3694 / -0.3701 hartree
Kohn-Sham gap (spin up / spin down) = 6.10 / 5.87 eV
2S+1 = 6
largest force on an atom = 4.0 eV/Å

---

Entry 3:
C23H26N4O2 | wB97M-V/def2-TZVPD

The geometry in XYZ format:
```
55
Properties=species:S:1:pos:R:3:forces:R:3:nbo_charge:R:1
C 5.03647 3.62223 0.81412 -0.188 0.144 0.089 -0.251
O 6.01480 2.74750 0.31303 0.148 -0.346 -0.147 -0.492
C 5.64634 1.48540 -0.05446 0.270 -0.103 -0.098 0.335
C 6.67008 0.67764 -0.54606 -0.006 0.239 0.085 -0.296
C 6.38560 -0.61521 -0.93523 -0.024 0.097 0.090 -0.170
C 5.10091 -1.11582 -0.85211 -0.108 -0.117 0.085 -0.302
C 4.06579 -0.32158 -0.35632 0.420 0.045 -0.124 0.292
N 2.76857 -0.82895 -0.33111 -0.245 0.007 -0.065 -0.470
C 1.63826 0.05216 -0.16095 -0.195 -0.005 -0.270 -0.227
C 0.40678 -0.58829 -0.81996 0.089 0.513 0.061 -0.212
N 0.16593 -1.89789 -0.27016 0.160 -0.073 -0.148 -0.441
C -0.84911 -2.22390 0.57278 -0.117 0.014 -0.203 0.671
O -0.87983 -3.28455 1.16993 -0.054 -0.143 0.258 -0.615
C -1.93376 -1.22087 0.69509 -0.672 0.212 0.039 -0.219
C -2.21681 -0.42799 1.83420 -0.050 -0.148 -0.516 0.169
C -1.44883 -0.38083 3.10405 -0.045 0.048 -0.001 -0.646
N -3.28053 0.31347 1.61547 -0.089 0.321 0.777 -0.277
N -3.72824 0.00613 0.38827 0.640 -0.604 -0.047 -0.204
C -4.86710 0.66225 -0.09859 -0.575 0.433 -0.193 0.221
C -5.07281 1.98725 0.27655 0.112 -0.072 -0.014 -0.233
C -6.18639 2.66773 -0.17529 -0.013 -0.030 -0.017 -0.197
C -7.10060 2.03700 -1.00386 -0.095 0.001 -0.042 -0.217
C -6.90620 0.71346 -1.35943 -0.053 0.074 -0.058 -0.200
C -5.79873 0.01901 -0.90559 0.191 -0.031 0.132 -0.255
C -2.93143 -0.92112 -0.21307 0.400 -0.090 0.160 0.192
C -3.10678 -1.43403 -1.59645 -0.080 -0.009 0.002 -0.657
C 1.31045 -2.77468 -0.39099 0.202 -0.344 0.264 -0.234
C 2.52377 -2.12375 0.27281 -0.131 -0.266 -0.128 -0.219
C 4.35566 0.98464 0.04549 -0.179 0.219 0.133 -0.400
H 4.59145 3.24406 1.74079 0.007 0.010 -0.048 0.175
H 5.55565 4.55653 1.02278 -0.085 -0.045 0.002 0.201
H 4.24481 3.80700 0.07982 0.026 -0.019 0.038 0.174
H 7.66597 1.08348 -0.61163 0.129 0.059 -0.017 0.223
H 7.17575 -1.24094 -1.32278 0.068 -0.047 -0.040 0.214
H 4.89669 -2.11877 -1.19251 -0.051 -0.080 -0.063 0.207
H 1.83821 1.00197 -0.65816 -0.006 -0.011 0.060 0.216
H 1.41640 0.23981 0.90379 0.013 0.059 -0.031 0.172
H -0.46586 0.04731 -0.66724 0.092 -0.069 -0.050 0.228
H 0.59641 -0.68900 -1.89519 -0.009 0.066 0.059 0.196
H -2.03149 0.12867 3.86586 0.012 0.022 0.085 0.235
H -1.21794 -1.39310 3.42997 0.037 -0.023 0.084 0.237
H -0.50981 0.15582 2.96268 0.066 0.011 0.059 0.215
H -4.35453 2.45733 0.92932 0.045 0.039 0.030 0.239
H -6.34048 3.69551 0.11735 0.001 0.081 0.029 0.217
H -7.96748 2.57152 -1.36174 -0.076 0.040 -0.027 0.215
H -7.62702 0.21060 -1.98693 -0.052 -0.045 -0.041 0.216
H -5.67928 -1.02223 -1.15566 0.034 -0.107 -0.011 0.220
H -3.50723 -0.66137 -2.25094 0.008 -0.036 -0.081 0.233
H -2.14384 -1.76542 -1.97920 0.038 -0.009 -0.042 0.234
H -3.78038 -2.29116 -1.61362 -0.037 -0.020 -0.085 0.230
H 1.06208 -3.71816 0.09745 0.057 0.100 -0.104 0.250
H 1.51445 -2.94650 -1.45310 0.037 0.000 0.059 0.195
H 3.39891 -2.76054 0.16162 -0.045 0.023 0.022 0.219
H 2.31408 -2.00917 1.34983 0.044 -0.047 -0.034 0.180
H 3.57222 1.60035 0.45527 -0.068 0.060 0.042 0.217
```
Forces are in eV/Å.

E_tot = -1261.54792 Eh
energy above the lowest of the compared OMol25 structures with the same formula, charge and spin = 224.81 kJ/mol
highest occupied orbital energy = -0.2874 hartree
Kohn-Sham gap = 8.41 eV
largest force on an atom = 0.9 eV/Å

---

Entry 4:
C4H6ClI | wB97M-V/def2-TZVPD

The geometry in XYZ format:
```
12
Properties=species:S:1:pos:R:3:forces:R:3:nbo_charge:R:1
C 0.15618 0.34230 -0.14443 1.490 -0.043 -1.469 -0.287
C -0.33699 -0.79692 0.30045 -4.719 0.455 -0.053 -0.044
C 1.48030 0.29085 -0.95643 -1.439 -2.723 -0.773 -0.649
C -2.45318 -1.35344 0.45415 4.264 3.656 -1.019 -0.502
Cl 0.32343 -2.30231 0.07928 0.840 -1.669 0.207 0.035
I -3.55755 0.20821 -0.21532 -0.690 0.849 -0.161 0.161
H -0.25198 1.34009 -0.27196 -0.943 -0.405 0.830 0.238
H 2.23371 0.94799 -0.52790 0.143 -0.068 -0.590 0.227
H 1.74237 -0.82924 -0.97993 0.563 2.017 0.347 0.219
H 1.18180 0.39241 -2.06362 0.682 0.826 1.593 0.226
H -2.65508 -1.67821 1.38686 -0.486 -0.776 3.059 0.190
H -2.40576 -2.07274 -0.25776 0.296 -2.119 -1.971 0.186
```
Forces are in eV/Å.

E_tot = -913.74705 Eh
energy above the lowest of the compared OMol25 structures with the same formula, charge and spin = 265.53 kJ/mol
highest occupied orbital energy = -0.3246 hartree
Kohn-Sham gap = 9.08 eV
largest force on an atom = 5.7 eV/Å